# 1
A 2-piece molecular cluster, C3H10NOS overall, computed with ωB97M-V with the def2-TZVPD basis set.

E_HOMO, Eh: -0.495
Total charge: +1
Orbital gap, eV: 8.184
Energy above the lowest of the compared OMol25 structures with the same formula, charge and spin, kcal per mole: 45.38

Each line ends with the Mulliken charge.
Geometry (Å):
C (1.32573, 1.19667, 0.14734)  -1.133
C (-0.68424, 0.30141, -1.06374)  -0.296
C (0.63344, 0.06732, -0.40214)  0.411
N (-1.28020, -0.90262, -1.53192)  -0.420
O (1.06903, -1.14466, -0.36470)  -0.359
S (-0.53728, -0.29182, 2.31131)  -0.281
H (0.49809, 1.71956, 0.74985)  0.356
H (2.16215, 0.97872, 0.75541)  0.427
H (1.62500, 2.01407, -0.55192)  0.355
H (-0.21462, 0.83022, -1.90962)  0.298
H (-1.37462, 1.04800, -0.68254)  0.382
H (-0.78994, -1.52321, 1.87175)  0.157
H (-0.91835, -1.80365, -1.17702)  0.217
H (-2.20720, -0.83160, -1.97968)  0.204
H (1.84334, -1.15706, 0.32022)  0.475
H (-1.15034, -0.50137, 3.50741)  0.208

# 2
One molecule with the formula C7H12Se, computed with ωB97M-V with the def2-TZVPD basis set.

E_HOMO, Eh: -0.305
Total charge: 0
Orbital gap, eV: 9.090
SMILES: CC(C)[C@@H]1C=CC[Se]1
Energy above the lowest of the compared OMol25 structures with the same formula, charge and spin, kcal per mole: 10.97

Each line ends with the Mulliken charge.
Geometry (Å):
C (-1.78485, -1.29807, 0.86643)  -1.246
C (-0.35008, -1.16759, 0.03506)  0.134
C (-0.57915, -0.62670, -1.36667)  -1.075
C (0.70514, -0.32846, 0.81202)  -0.256
C (0.41047, 1.11606, 0.64049)  -0.734
C (1.40560, 1.91500, 0.28909)  -0.381
C (2.68380, 1.35446, -0.28397)  -0.804
Se (2.50578, -0.62918, 0.05408)  -0.020
H (-2.31958, -0.28830, 1.02788)  0.278
H (-1.27653, -1.63064, 1.87934)  0.312
H (-2.56164, -1.95979, 0.42576)  0.382
H (0.10257, -2.06930, -0.00023)  0.568
H (-1.66083, -0.61007, -1.50676)  0.360
H (-0.14727, -1.36469, -2.03602)  0.266
H (0.00704, 0.30505, -1.43526)  0.268
H (0.87492, -0.66597, 1.84339)  0.507
H (-0.35083, 1.59856, 1.21215)  0.308
H (1.16906, 2.96264, 0.17837)  0.374
H (2.74182, 1.46281, -1.31194)  0.369
H (3.54818, 1.77374, 0.24322)  0.389

# 3
An isolated ion of composition C6H14N3O2 and charge +1, computed with ωB97M-V with the def2-TZVPD basis set.

E_HOMO (spin up / spin down), Eh: -0.474 / -0.474
Total charge: +1
Orbital gap (spin up / spin down), eV: 8.201 / 8.199
SMILES: [H]/N=[NH+]/N(CCOC=C)OCC
Energy above the lowest of the compared OMol25 structures with the same formula, charge and spin, kcal per mole: 182.19

Each line ends with the Mulliken charge.
Geometry (Å):
H (-2.13171, 0.09238, 3.17894)  0.312
N (-1.47308, 0.07801, 2.39203)  -0.674
N (-1.77287, -0.00992, 1.21192)  0.172
N (-0.93833, -0.36726, 0.24883)  0.610
C (-1.19324, -0.17465, -1.15214)  -0.767
C (-1.58074, 1.28731, -1.56831)  -0.336
O (-0.37269, 1.93665, -1.72184)  -0.393
C (0.33511, 2.06036, -0.48673)  0.016
C (1.59843, 1.61234, -0.28310)  -0.893
O (0.31070, -0.62978, 0.80621)  -0.163
C (0.95410, -1.64199, 0.03216)  -0.188
C (2.31613, -1.84640, 0.84168)  -1.164
H (-2.84542, 0.12496, 0.76614)  0.345
H (-2.05616, -0.94036, -1.45710)  0.354
H (-0.36009, -0.48440, -1.62906)  0.275
H (-2.00747, 1.22250, -2.55608)  0.374
H (-2.10028, 1.87366, -0.69585)  0.306
H (-0.29906, 2.68073, 0.18295)  0.357
H (2.18570, 1.20596, -0.95618)  0.539
H (1.94037, 1.72598, 0.81269)  0.211
H (0.31547, -2.60364, 0.05594)  0.427
H (1.28847, -1.55305, -1.04858)  0.281
H (2.97044, -2.51263, 0.33659)  0.393
H (2.63488, -0.82343, 0.87093)  0.291
H (2.28136, -2.31337, 1.81797)  0.316

# 4
C22H37CsN5O3STe as an isolated structure, computed with ωB97M-V with the def2-TZVPD basis set.

E_HOMO (spin up / spin down), Eh: -0.112 / -0.143
Total charge: -1
Orbital gap (spin up / spin down), eV: 5.094 / 5.971
Energy above the lowest of the compared OMol25 structures with the same formula, charge and spin, kcal per mole: 54.73

Each line ends with the Mulliken charge.
Geometry (Å):
Cs (1.88423, 1.15941, 1.90455)  0.979
N (-1.55784, 4.47897, -1.01024)  -0.361
C (-0.61238, 4.27511, -2.10811)  -0.514
C (-1.09426, 3.10502, -2.96428)  -1.378
N (-0.86056, 1.84094, -2.27330)  1.152
C (0.08049, 0.95288, -2.92408)  0.684
C (1.45909, 1.54816, -3.19070)  -0.956
N (2.09708, 2.03012, -1.97227)  -0.311
C (-2.06650, 1.16629, -1.84333)  -1.296
C (-1.84141, 0.25836, -0.64465)  0.474
N (-1.22247, 0.97157, 0.46988)  -0.205
H (-2.30525, 5.10787, -1.27026)  0.188
H (-1.11655, 4.84036, -0.17264)  -0.035
H (0.34904, 3.99386, -1.68036)  0.307
H (-0.45695, 5.17190, -2.72639)  0.344
H (-0.63049, 3.10681, -3.95618)  0.401
H (-2.17043, 3.22972, -3.13952)  0.576
H (-0.32485, 0.57944, -3.88881)  0.143
H (0.20442, 0.07527, -2.28825)  -1.059
H (1.37495, 2.37813, -3.89775)  0.486
H (2.03621, 0.76743, -3.71256)  0.470
H (3.03617, 2.35356, -2.17285)  0.250
H (2.21715, 1.26962, -1.30219)  0.071
H (-2.53488, 0.58063, -2.66200)  0.228
H (-2.77714, 1.93824, -1.54575)  0.520
H (-1.23779, -0.61322, -0.90855)  -0.664
H (-2.82324, -0.14536, -0.37026)  0.428
H (-1.74634, 0.85189, 1.32384)  0.152
H (-1.14604, 1.96901, 0.29306)  0.049
Te (0.34091, 4.51566, 2.26670)  -0.585
C (-2.02492, -3.27281, -3.63330)  -0.631
O (-1.17447, -4.11545, -2.86009)  -0.565
C (-1.36112, -3.95954, -1.49594)  0.749
C (-2.45747, -4.51269, -0.86575)  -0.465
C (-2.65442, -4.31678, 0.49546)  -0.665
C (-1.73953, -3.54694, 1.19953)  -0.938
C (-0.63326, -2.99216, 0.57464)  0.195
C (-0.41026, -3.20702, -0.78909)  -0.649
N (0.64562, -2.67064, -1.49743)  0.052
C (1.67308, -1.86053, -1.00253)  -0.682
C (2.46477, -2.14479, 0.11446)  0.775
C (2.52754, -3.40113, 0.75849)  -0.198
C (3.37934, -3.62915, 1.82053)  -0.754
C (4.20876, -2.59997, 2.27717)  -0.512
C (4.18518, -1.35285, 1.67625)  0.079
C (3.33283, -1.06517, 0.57889)  -1.048
O (3.25346, 0.10737, 0.07572)  -0.946
H (-3.01697, -3.71878, -3.74883)  0.331
H (-1.56380, -3.16134, -4.61399)  0.268
H (-2.12920, -2.29023, -3.16437)  0.121
H (-3.15163, -5.09583, -1.45994)  0.409
H (-3.51098, -4.75309, 0.99232)  0.375
H (-1.87845, -3.36393, 2.25805)  0.398
H (0.06056, -2.38577, 1.13803)  0.664
H (0.56096, -2.76437, -2.49537)  0.337
H (1.91870, -0.98970, -1.59145)  0.378
H (1.90553, -4.20937, 0.39154)  0.436
H (3.41032, -4.60446, 2.29064)  0.382
H (4.87885, -2.77924, 3.11127)  0.352
H (4.84237, -0.55228, 2.00534)  0.507
C (0.66868, 2.68909, 6.58989)  -1.093
S (0.41531, 2.91729, 4.80351)  0.418
C (-1.34933, 2.59691, 4.86005)  -0.731
O (1.03062, 1.68669, 4.20394)  -0.697
H (0.58424, 1.62073, 6.79593)  0.317
H (-0.07387, 3.25721, 7.15158)  0.356
H (1.66571, 3.03805, 6.85353)  0.296
H (-1.84309, 3.46591, 5.29553)  0.345
H (-1.52355, 1.69291, 5.44558)  0.346
H (-1.67051, 2.48618, 3.82747)  0.151